{"formula": "C11H12N2O5Ti", "method": "the ωB97M-V functional and the def2-TZVPD basis", "charge": 1, "multiplicity": 2, "lumo_ev": [-4.12, -4.14], "s_squared": 0.754, "homo_ev": [-11.11, -13.69], "symbols": ["Ti", "O", "C", "O", "C", "C", "C", "C", "C", "O", "C", "C", "O", "O", "H", "H", "H", "H", "H", "H", "H", "H", "N", "C", "C", "N", "C", "H", "H", "H", "H"], "coordinates": [[0.43, -1.03, -0.82], [0.03, 2.74, 0.05], [0.35, 1.75, -0.51], [0.04, 0.50, 0.01], [1.08, 1.68, -1.85], [2.34, 0.78, -1.80], [3.03, 0.71, -3.15], [2.08, 0.24, -4.25], [0.84, 1.06, -4.29], [2.02, -0.57, -1.36], [0.10, 1.41, -3.04], [-0.99, 0.34, -2.88], [-2.09, 0.46, -3.29], [-0.58, -0.83, -2.27], [1.46, 2.69, -2.02], [3.01, 1.18, -1.05], [3.89, 0.05, -3.06], [3.41, 1.71, -3.38], [1.83, -0.82, -4.08], [2.58, 0.28, -5.21], [0.33, 1.23, -5.23], [-0.47, 2.33, -3.20], [-0.88, -4.44, 1.24], [0.40, -4.44, 1.74], [1.03, -3.41, 1.15], [0.14, -2.78, 0.29], [-1.01, -3.44, 0.38], [-1.61, -5.09, 1.49], [0.74, -5.17, 2.46], [2.05, -3.07, 1.27], [-1.92, -3.21, -0.16]]}


{"formula": "C14H29Cl", "method": "the ωB97M-V functional and the def2-TZVPD basis", "smiles": "CCCCCCCCCCCCCCCl", "multiplicity": 1, "lumo_ev": 0.94, "homo_ev": -10.12, "symbols": ["C", "C", "C", "C", "C", "C", "C", "C", "C", "C", "C", "C", "C", "C", "H", "H", "H", "H", "H", "H", "H", "H", "H", "H", "H", "H", "H", "H", "H", "H", "H", "H", "H", "H", "H", "H", "H", "H", "H", "H", "H", "H", "H", "Cl"], "coordinates": [[4.26, -0.94, -1.38], [3.29, 0.12, -0.86], [2.38, -0.18, 0.24], [1.44, -1.42, 0.18], [0.63, -1.64, 1.46], [-0.07, -2.89, 1.25], [-0.99, -3.02, -0.01], [-2.50, -2.46, 0.33], [-2.71, -0.96, 0.09], [-2.22, -0.45, -1.34], [-2.53, 1.00, -1.71], [-1.81, 2.12, -0.88], [-0.26, 1.95, -0.84], [0.65, 2.91, 0.03], [4.94, -0.46, -2.07], [4.88, -1.48, -0.68], [3.63, -1.74, -1.83], [2.76, 0.46, -1.76], [3.96, 0.97, -0.62], [3.06, -0.27, 1.17], [1.67, 0.73, 0.24], [2.03, -2.39, 0.20], [0.88, -1.39, -0.80], [-0.08, -0.76, 1.70], [1.29, -1.78, 2.37], [-0.72, -3.11, 2.17], [0.76, -3.69, 1.22], [-0.66, -2.44, -0.88], [-0.85, -4.13, -0.31], [-2.71, -2.61, 1.38], [-3.08, -3.03, -0.36], [-3.90, -0.81, 0.11], [-2.28, -0.25, 0.98], [-1.06, -0.67, -1.37], [-2.59, -1.22, -2.09], [-3.53, 1.38, -1.66], [-2.40, 1.03, -2.76], [-2.15, 3.10, -1.11], [-2.15, 2.06, 0.18], [-0.09, 0.90, -0.48], [-0.14, 2.04, -1.94], [0.67, 4.04, -0.22], [1.86, 2.51, 0.29], [-0.08, 2.84, 1.75]]}


{"formula": "C7H40NO13", "method": "the ωB97M-V functional and the def2-TZVPD basis", "charge": 1, "multiplicity": 1, "lumo_ev": -2.50, "homo_ev": -11.85, "symbols": ["C", "C", "C", "C", "C", "C", "C", "N", "H", "H", "H", "H", "H", "H", "H", "H", "H", "H", "H", "H", "H", "H", "H", "H", "O", "H", "H", "O", "H", "H", "O", "H", "H", "O", "H", "H", "O", "H", "H", "O", "H", "H", "O", "H", "H", "O", "H", "H", "O", "H", "H", "O", "H", "H", "O", "H", "H", "O", "H", "H", "O"], "coordinates": [[0.64, -1.57, 0.36], [-0.88, -1.84, 0.60], [-1.47, -1.17, 1.82], [-0.75, -0.43, 2.65], [-2.90, -1.47, 2.19], [-3.92, -1.18, 1.10], [-4.38, 0.03, 0.82], [0.90, -1.95, -1.05], [0.98, -0.55, 0.55], [1.29, -2.04, 1.09], [-1.50, -1.52, -0.29], [-0.85, -2.96, 0.84], [0.26, -0.12, 2.44], [-0.99, -0.30, 3.72], [-2.88, -2.58, 2.29], [-3.34, -1.08, 3.13], [-4.22, -2.13, 0.62], [-5.11, 0.27, 0.05], [-3.86, 0.87, 1.26], [0.13, -1.62, -1.62], [1.72, -1.63, -1.61], [1.08, -2.98, -1.18], [2.81, -0.53, 3.38], [2.62, 0.80, 2.42], [2.77, -0.17, 2.48], [4.18, -1.37, -2.96], [3.76, -1.12, -1.53], [3.45, -1.56, -2.36], [-3.36, 0.86, -1.59], [-3.65, 1.65, -2.84], [-2.92, 1.28, -2.35], [2.27, 1.08, -1.99], [2.61, 1.60, -0.55], [1.92, 1.25, -1.11], [-0.02, 4.23, 0.77], [0.79, 4.81, -0.08], [0.90, 4.55, 0.86], [-1.81, 2.91, 1.34], [-2.92, 3.93, 1.42], [-2.25, 3.50, 1.97], [-1.57, 0.20, -2.86], [-0.92, -0.46, -4.08], [-1.25, -0.66, -3.19], [4.65, -1.28, 0.55], [3.46, -0.42, 0.96], [3.97, -0.71, 0.17], [-2.61, -1.95, -2.63], [-3.71, -2.32, -1.59], [-2.89, -2.62, -1.99], [0.45, 2.13, -0.65], [-1.04, 2.38, -1.01], [-0.40, 2.44, -0.29], [4.44, 2.57, -0.54], [4.69, 1.10, -0.51], [4.55, 1.82, -1.14], [1.67, 3.08, 1.76], [2.01, 2.74, 3.13], [2.29, 2.48, 2.23], [-0.41, -5.06, -1.87], [-1.40, -3.95, -1.66], [-0.55, -4.27, -1.33]]}


{"formula": "C37H38IrN4O2", "method": "the ωB97M-V functional and the def2-TZVPD basis", "charge": -2, "multiplicity": 2, "lumo_ev": [4.55, 4.55], "s_squared": 0.816, "homo_ev": [0.06, 0.07], "symbols": ["Ir", "C", "C", "C", "N", "C", "C", "C", "C", "C", "C", "C", "N", "C", "C", "C", "N", "C", "C", "C", "C", "C", "C", "C", "N", "C", "C", "H", "H", "H", "H", "H", "H", "H", "H", "H", "H", "H", "H", "H", "H", "H", "H", "H", "H", "H", "H", "H", "H", "H", "H", "H", "H", "C", "C", "O", "C", "C", "C", "C", "C", "C", "O", "H", "H", "H", "H", "H", "H", "H", "C", "C", "C", "C", "C", "C", "C", "H", "H", "H", "H", "H"], "coordinates": [[0.04, -0.40, 0.16], [-1.61, -3.69, 0.46], [-1.58, -3.51, 1.98], [-0.55, -2.50, 2.51], [-0.73, -1.14, 2.07], [-1.59, -0.32, 2.63], [-2.44, -0.71, 3.72], [-3.35, 0.00, 4.47], [-3.71, 1.34, 4.45], [-3.17, 2.30, 3.60], [-2.21, 2.21, 2.63], [-1.48, 1.08, 2.12], [-0.58, 1.23, 1.18], [0.07, 2.51, 0.92], [1.51, 2.30, 0.45], [2.35, 1.26, 1.23], [2.02, -0.07, 0.74], [2.73, -1.14, 0.95], [3.86, -1.15, 1.83], [4.76, -2.14, 2.14], [4.91, -3.43, 1.64], [4.09, -4.01, 0.68], [2.95, -3.55, 0.05], [2.19, -2.34, 0.21], [1.02, -2.17, -0.36], [0.37, -3.22, -1.11], [-0.32, -4.24, -0.18], [-1.85, -2.73, -0.01], [-2.44, -4.36, 0.23], [-1.38, -4.47, 2.47], [-2.58, -3.19, 2.30], [0.44, -2.81, 2.18], [-0.54, -2.55, 3.61], [-2.35, -1.76, 3.99], [-3.86, -0.61, 5.22], [-4.48, 1.66, 5.14], [-3.59, 3.30, 3.71], [-2.02, 3.12, 2.08], [0.06, 3.10, 1.84], [-0.46, 3.06, 0.14], [2.02, 3.27, 0.50], [1.49, 1.99, -0.60], [2.17, 1.32, 2.31], [3.41, 1.47, 1.06], [3.99, -0.22, 2.37], [5.49, -1.85, 2.90], [5.73, -4.03, 2.02], [4.39, -5.00, 0.35], [2.53, -4.25, -0.67], [1.07, -3.72, -1.78], [-0.39, -2.73, -1.72], [0.40, -4.56, 0.58], [-0.56, -5.13, -0.78], [3.88, 1.04, -3.88], [2.45, 1.30, -3.41], [1.99, 0.53, -2.58], [1.73, 2.45, -3.98], [2.24, 3.04, -5.15], [1.62, 4.09, -5.81], [0.43, 4.60, -5.26], [-0.09, 4.08, -4.11], [0.52, 2.98, -3.38], [0.01, 2.57, -2.31], [4.33, 0.34, -3.18], [4.48, 1.95, -3.94], [3.88, 0.57, -4.87], [3.15, 2.64, -5.58], [2.04, 4.50, -6.72], [-0.08, 5.42, -5.75], [-1.01, 4.47, -3.69], [-1.54, -0.50, -0.81], [-2.77, 0.20, -0.69], [-3.91, -0.39, -0.09], [-5.10, 0.30, 0.03], [-5.23, 1.60, -0.48], [-4.12, 2.18, -1.09], [-2.91, 1.52, -1.19], [-3.84, -1.40, 0.30], [-5.94, -0.18, 0.51], [-6.17, 2.14, -0.39], [-4.19, 3.19, -1.48], [-2.06, 1.98, -1.67]]}


{"formula": "C16H17ClF10N3OSSbTi", "method": "the ωB97M-V functional and the def2-TZVPD basis", "charge": -2, "multiplicity": 1, "lumo_ev": 4.66, "homo_ev": -2.02, "symbols": ["Ti", "C", "N", "C", "C", "C", "N", "C", "C", "F", "C", "F", "C", "C", "F", "C", "F", "H", "H", "H", "H", "H", "H", "H", "H", "H", "H", "H", "O", "N", "C", "C", "C", "C", "C", "S", "H", "H", "H", "H", "F", "Sb", "F", "F", "F", "F", "F", "Cl", "C", "H", "H"], "coordinates": [[0.44, 0.74, 1.07], [-2.09, 1.31, -2.14], [-0.70, 0.98, -1.95], [0.15, 1.71, -2.86], [-0.48, -0.45, -2.02], [0.91, -0.94, -1.65], [1.53, -0.42, -0.42], [2.86, -0.60, -0.37], [3.63, 0.14, 0.57], [2.96, 0.93, 1.43], [4.99, 0.08, 0.68], [5.61, 0.85, 1.61], [5.77, -0.74, -0.13], [5.06, -1.50, -1.03], [5.74, -2.37, -1.82], [3.68, -1.47, -1.15], [3.16, -2.39, -2.00], [-2.46, 1.02, -3.14], [-2.24, 2.39, -2.02], [-2.70, 0.80, -1.39], [-0.05, 1.44, -3.92], [1.20, 1.52, -2.63], [-0.02, 2.78, -2.73], [-0.66, -0.80, -3.06], [-1.22, -0.95, -1.40], [1.57, -0.72, -2.50], [0.82, -2.03, -1.60], [6.84, -0.78, -0.05], [-1.06, -0.33, 0.55], [-2.16, -0.95, 0.97], [-3.25, -0.18, 1.22], [-4.43, -0.72, 1.62], [-4.50, -2.12, 1.77], [-3.42, -2.88, 1.48], [-2.19, -2.33, 1.00], [-0.90, -3.28, 0.50], [-3.08, 0.88, 1.10], [-5.26, -0.07, 1.82], [-5.42, -2.58, 2.11], [-3.45, -3.96, 1.56], [1.00, 2.18, 0.05], [-1.70, 3.75, 1.12], [-2.40, 5.55, 0.56], [-3.47, 3.08, 0.72], [-2.18, 4.27, 2.91], [-1.49, 1.77, 1.92], [0.87, 1.79, 2.49], [2.13, -2.08, 2.36], [0.91, -0.78, 2.57], [1.19, -0.24, 3.47], [-0.04, -1.30, 2.74]]}


{"formula": "CH7N2O", "method": "the ωB97M-V functional and the def2-TZVPD basis", "multiplicity": 2, "lumo_ev": [0.88, 0.87], "s_squared": 0.753, "homo_ev": [-4.92, -9.07], "symbols": ["N", "C", "N", "H", "H", "H", "H", "H", "H", "H", "O"], "coordinates": [[-0.89, -0.02, -0.40], [-0.10, 1.07, -0.57], [-0.44, 2.43, -0.48], [-1.85, -0.15, -0.69], [-0.52, -0.79, 0.13], [0.91, 0.97, -0.96], [0.16, 3.05, -1.00], [-1.34, 2.78, -0.21], [1.90, -3.03, 1.95], [1.15, -3.38, 0.70], [1.03, -2.92, 1.54]]}